# C26H25NO2

A 2-piece molecular cluster, C26H25NO2 overall (ωB97M-V/def2-TZVPD, the OMol25 dataset).

CARTESIAN COORDINATES (ANGSTROEM)
C1 4.36072 -3.30142 1.28489
C2 3.35399 -3.43528 2.22384
C3 2.33790 -2.51412 2.27950
C4 2.32914 -1.41582 1.40979
C5 1.25231 -0.42226 1.44855
C6 -0.07829 -0.87697 1.44113
C7 -1.16407 -0.06539 1.55735
C8 -2.51787 -0.52141 1.52334
C9 -3.55305 0.42105 1.56774
C10 -4.86654 0.02345 1.49451
C11 -5.18331 -1.32022 1.38977
C12 -4.17624 -2.26897 1.35955
C13 -2.86043 -1.87848 1.42653
C14 1.59448 1.00578 1.48779
C15 1.04401 1.92531 0.58421
C16 1.41709 3.24584 0.62237
C17 2.32040 3.68843 1.57072
C18 2.86554 2.79906 2.47752
C19 2.52957 1.46946 2.42468
C20 3.37334 -1.28067 0.48576
C21 4.36117 -2.22968 0.41058
H1 5.13479 -4.04590 1.21898
H2 3.35806 -4.26494 2.91120
H3 1.55631 -2.59749 3.01542
H4 -0.23227 -1.93299 1.32629
H5 -1.00569 0.99127 1.66222
H6 -3.30352 1.46395 1.66102
H7 -5.65228 0.76219 1.52392
H8 -6.21496 -1.63143 1.33944
H9 -4.42135 -3.31769 1.28758
H10 -2.09345 -2.63204 1.41692
H11 0.34953 1.57161 -0.15797
H12 1.00260 3.93565 -0.09300
H13 2.58071 4.73200 1.61899
H14 3.55001 3.14936 3.23145
H15 2.96110 0.76960 3.12106
H16 3.36448 -0.44170 -0.18956
H17 5.12305 -2.14514 -0.34618
O1 0.06537 -1.32230 -4.91956
C22 0.67106 -0.67542 -4.06852
C23 -0.14893 0.31119 -3.25015
C24 -0.38776 1.63422 -3.99476
C25 -1.83981 2.05364 -3.66089
C26 -2.39556 0.94017 -2.75201
N1 -1.49021 -0.21080 -2.91425
O2 1.87329 -0.71262 -3.80749
H18 0.38540 0.50264 -2.31048
H19 0.34186 2.39605 -3.69849
H20 -0.26449 1.45909 -5.06890
H21 -1.87595 3.02954 -3.16037
H22 -2.43940 2.13717 -4.57646
H23 -2.39926 1.25586 -1.70206
H24 -3.41959 0.64698 -3.01216
H25 -1.47302 -0.85939 -2.12134

Cartesian forces (eV/Å) of the 3 atoms listed first:
0.02 -0.05 -0.13
0.05 -0.21 0.19
-0.48 0.37 -0.18

orbital gap: 2.561 eV
LUMO level: -3.43 eV
HOMO: -6.0 eV
calculated total energy: -32949.100 eV
energy relative to the best compared isomer or geometry (same formula, charge and spin): 2.292 eV


# C18H18FN5O2S

One molecule with the formula C18H18FN5O2S (ωB97M-V/def2-TZVPD, the OMol25 dataset).

CARTESIAN COORDINATES (ANGSTROEM)
C1 -4.19684 -1.53699 -0.88408
S1 -3.29582 -3.05918 -0.58038
O1 -4.20102 -4.16083 -0.45416
O2 -2.21265 -3.18255 -1.50786
N1 -2.70662 -2.77040 0.98140
C2 -1.61611 -1.94040 1.05109
N2 -0.54985 -2.18911 1.84878
C3 0.24440 -1.15971 1.60584
N3 -0.32335 -0.32779 0.71572
N4 -1.53237 -0.83292 0.34802
C4 0.28106 0.84780 0.15161
C5 -0.73858 1.94452 -0.02857
C6 -0.73847 2.72019 -1.17976
C7 -1.65849 3.73997 -1.34411
C8 -2.58312 3.96683 -0.34164
F1 -3.48655 4.95615 -0.49514
C9 -2.60828 3.20725 0.81394
C10 -1.67646 2.19771 0.96522
C11 1.39796 1.28186 1.11205
C12 2.28572 0.08772 1.50666
C13 3.03092 -0.44659 0.29768
C14 2.59829 -1.55884 -0.41117
C15 3.29224 -1.98924 -1.53004
C16 4.42373 -1.31430 -1.95160
C17 4.86405 -0.20581 -1.24709
C18 4.17227 0.22333 -0.12990
N5 1.44358 -0.88315 2.17865
H1 -3.49180 -0.73381 -0.71010
H2 -5.02491 -1.50847 -0.19032
H3 -4.54284 -1.54875 -1.90924
H4 -2.60623 -3.60196 1.54384
H5 0.71342 0.58986 -0.82683
H6 -0.01507 2.52549 -1.95742
H7 -1.66960 4.34974 -2.23337
H8 -3.34598 3.41024 1.57379
H9 -1.68901 1.59215 1.85860
H10 0.94777 1.69509 2.01670
H11 2.00221 2.05427 0.63744
H12 3.02127 0.43506 2.24331
H13 1.71871 -2.10286 -0.09972
H14 2.94093 -2.85429 -2.07158
H15 4.96302 -1.65128 -2.82394
H16 5.74915 0.32378 -1.56686
H17 4.51979 1.08612 0.42107
H18 1.89957 -1.67592 2.60341

Cartesian forces (eV/Å) of the 3 atoms listed first:
0.46 -0.61 0.21
-0.33 -0.05 -0.13
-0.18 0.04 0.30

orbital gap: 9.087 eV
LUMO level: 0.54 eV
HOMO: -8.5 eV
calculated total energy: -44056.903 eV
SMILES: CS(=O)(=O)Nc1nc2n(n1)[C@@H](c1ccc(F)cc1)C[C@H](c1ccccc1)N2
energy relative to the best compared isomer or geometry (same formula, charge and spin): 0.761 eV


# C38H51ClN8O4RbS

C38H51ClN8O4RbS as an isolated structure (ωB97M-V/def2-TZVPD, the OMol25 dataset).

CARTESIAN COORDINATES (ANGSTROEM)
Rb1 -0.69334 -1.25172 2.29736
C1 1.97916 -2.68588 4.11414
C2 0.95859 -2.82372 5.04407
C3 -0.10651 -3.67522 4.78737
C4 -0.15767 -4.38627 3.59455
C5 0.86260 -4.25010 2.66277
C6 1.92976 -3.39947 2.92425
H1 2.79801 -2.00953 4.31021
H2 0.99691 -2.26505 5.96880
H3 -0.89084 -3.79679 5.52461
H4 -0.97955 -5.06572 3.40151
H5 0.83601 -4.82363 1.74423
H6 2.73595 -3.30618 2.20647
C7 -4.22267 -0.99174 1.38427
N1 -3.67831 -2.15389 2.11184
C8 -4.26050 -3.36599 1.53712
N2 -5.72669 -3.37589 1.61020
C9 -6.21947 -2.18472 0.90247
N3 -5.68784 -0.94844 1.46311
C10 -6.06937 -0.87772 2.87091
N4 -5.57389 -2.03130 3.63560
C11 -4.11199 -2.06020 3.50916
C12 -6.10678 -3.24565 3.02028
H7 -3.92932 -1.05231 0.33559
H8 -3.80244 -0.06835 1.78575
H9 -3.88000 -4.23819 2.07687
H10 -3.96414 -3.44558 0.48825
H11 -7.31123 -2.16744 0.96354
H12 -5.92649 -2.25587 -0.14766
H13 -7.16018 -0.85124 2.94262
H14 -5.66000 0.03599 3.30442
H15 -3.73343 -2.92784 4.05762
H16 -3.70240 -1.15002 3.95212
H17 -7.19760 -3.23069 3.09044
H18 -5.73568 -4.11624 3.56812
C13 0.26243 5.75504 0.48129
C14 0.29669 4.41945 1.16761
C15 -0.13175 4.38046 2.58225
C16 -0.16636 3.09527 3.31726
C17 0.15494 3.12676 4.79555
C18 0.23732 1.82651 2.58403
C19 0.80075 1.97724 1.18093
C20 1.92110 1.08884 0.65113
C21 0.76696 3.32247 0.57424
C22 0.70687 0.69545 3.54045
O1 1.91265 0.37515 3.55165
O2 -0.21172 0.15173 4.20159
H19 0.92596 6.46911 0.97941
H20 -0.74674 6.17356 0.50342
H21 0.57305 5.65953 -0.55977
H22 0.06781 5.29385 3.14657
H23 -0.15121 4.08550 5.21615
H24 1.22881 2.98916 4.93775
H25 -0.36599 2.32188 5.31149
H26 2.68169 1.69906 0.15420
H27 1.50285 0.37712 -0.06730
H28 2.38459 0.54599 1.47227
H29 1.11361 3.38935 -0.45533
C23 -0.44791 0.35945 -5.43895
C24 0.36980 1.10164 -4.37108
C25 -0.56291 1.53328 -3.23164
C26 0.93518 2.37176 -5.02717
C27 1.55907 0.20248 -3.87972
O3 2.50165 0.04512 -4.94489
C28 2.20266 0.81232 -2.62501
C29 3.52525 0.19191 -2.14442
C30 4.72472 0.48915 -3.01043
C31 5.16031 1.80229 -3.17969
C32 6.27352 2.09343 -3.95794
C33 6.95875 1.05837 -4.56641
Cl1 8.35808 1.41289 -5.54109
C34 6.55589 -0.25699 -4.41057
C35 5.43832 -0.52732 -3.63164
C36 1.19168 -1.28044 -3.62431
N5 0.34242 -1.57439 -2.49816
C37 0.68957 -1.90909 -1.24326
N6 -0.38233 -2.15100 -0.52477
C38 -1.38817 -1.99514 -1.41999
N7 -0.99600 -1.67364 -2.63070
H30 -1.09117 1.06861 -5.96322
H31 -1.08762 -0.39858 -4.98581
H32 0.21074 -0.10770 -6.17458
H33 -1.40194 2.09034 -3.65387
H34 -0.06542 2.18912 -2.51551
H35 -0.97913 0.68891 -2.69008
H36 0.10615 3.02094 -5.31137
H37 1.50009 2.13398 -5.93036
H38 1.57457 2.94090 -4.34890
H39 3.07191 0.82003 -4.96917
H40 1.47932 0.73908 -1.81303
H41 2.37422 1.87778 -2.79603
H42 3.42550 -0.88856 -2.02749
H43 3.71698 0.59761 -1.14814
H44 4.63509 2.61401 -2.68969
H45 6.60879 3.11428 -4.07941
H46 7.10470 -1.05639 -4.88821
H47 5.11841 -1.55596 -3.51713
H48 2.13519 -1.80632 -3.48480
H49 0.72189 -1.68612 -4.51592
H50 1.70593 -1.92911 -0.88248
H51 -2.42895 -2.11184 -1.16821
O4 -1.35728 3.76139 2.95049
S1 -1.99980 1.71556 0.76504
N8 -0.46063 1.28609 1.42984

Cartesian forces (eV/Å) of the 3 atoms listed first:
-0.89 -1.71 -1.28
0.06 -0.03 -0.02
0.00 -0.04 0.06

orbital gap: 4.634 eV
net charge: -1
LUMO level: 1.85 eV
HOMO: -2.8 eV
calculated total energy: -84357.611 eV
energy relative to the best compared isomer or geometry (same formula, charge and spin): 4.397 eV


# C19H23

An isolated ion of composition C19H23 and charge +1 (ωB97M-V/def2-TZVPD, the OMol25 dataset).

CARTESIAN COORDINATES (ANGSTROEM)
C1 -1.48740 -1.03355 1.80909
C2 -0.96137 -0.18862 2.99738
C3 -1.70833 1.15958 2.95668
C4 0.53345 0.04952 2.74540
C5 1.11998 1.38335 2.93423
C6 1.33348 -1.03876 2.15050
H1 -2.54274 -0.80029 1.61035
H2 -0.94780 -0.76868 0.88911
H3 -1.37316 -2.12004 1.95718
H4 -2.79300 1.00198 3.05561
H5 -1.38436 1.84130 3.75010
H6 -1.51687 1.64358 1.99031
H7 2.20456 1.29742 2.76070
H8 0.71186 2.12642 2.22432
H9 1.00469 1.80758 3.94388
H10 2.40498 -0.79666 2.24298
H11 1.17602 -2.02540 2.62162
H12 1.12973 -1.15568 1.06680
C7 -1.14313 -0.82069 4.34284
C8 -2.57810 -1.29565 4.72779
C9 -3.48192 -1.85911 3.81503
C10 -4.78369 -2.21495 4.17231
C11 -5.20744 -2.06842 5.50006
C12 -4.30269 -1.57953 6.44342
C13 -2.99324 -1.27224 6.07283
C14 -0.52188 0.10892 5.44490
C15 0.83624 -0.04402 5.73769
C16 1.46598 0.75836 6.68943
C17 0.71858 1.67593 7.42906
C18 -0.65052 1.81224 7.18965
C19 -1.23270 1.12662 6.11361
H13 -0.53680 -1.74567 4.31947
H14 -3.18357 -2.11126 2.80327
H15 -5.46009 -2.62429 3.41687
H16 -6.21073 -2.37200 5.79970
H17 -4.59458 -1.46314 7.49164
H18 -2.27150 -1.02463 6.85357
H19 1.40705 -0.80205 5.19160
H20 2.54428 0.66247 6.83751
H21 1.18839 2.28322 8.20097
H22 -1.25282 2.46907 7.82008
H23 -2.26284 1.37061 5.83949

Cartesian forces (eV/Å) of the 3 atoms listed first:
0.26 -0.27 -0.65
-0.04 1.47 -1.78
0.05 0.42 -0.23

orbital gap: 5.931 eV
net charge: +1
LUMO level: -5.90 eV
HOMO: -11.8 eV
calculated total energy: -20067.877 eV
energy relative to the best compared isomer or geometry (same formula, charge and spin): 0.296 eV